40
Properties=species:S:1:pos:R:3:forces:R:3 method="wB97M-V/def2-TZVPD" relative_energy_ev=1.744 spin_multiplicity=2
O 0.19828 1.60484 -0.85030 -1.0 0.1 -0.6
V -0.40142 2.87362 -0.12867 4.6 3.3 1.7
O 1.23841 4.30736 -0.33906 -1.4 -1.0 0.1
H 2.16736 4.58337 -0.46316 -0.9 -1.0 0.0
O -1.19478 4.60966 0.74388 -0.9 -1.8 -0.9
H -2.13758 4.85882 0.80368 0.7 -0.2 0.0
C 0.02168 1.51543 3.99950 -1.5 -0.9 -0.5
C -0.40549 1.43172 2.49176 -0.7 0.0 2.2
C -1.82359 1.89369 2.15111 -0.4 -0.1 1.1
O -2.00529 1.70999 0.74274 0.2 2.2 0.5
C -2.41274 0.45190 0.33181 -0.2 -1.3 -0.8
N 0.55229 2.23271 1.75865 0.2 -0.2 -0.2
H 0.83419 0.81421 4.18980 0.3 0.3 -0.1
H -0.80733 1.12867 4.59216 0.0 0.1 0.3
H 0.25447 2.52406 4.34091 0.0 0.0 -0.1
H -0.36387 0.37695 2.22005 0.4 0.0 -0.4
H -2.03249 2.91735 2.46187 0.6 0.4 -0.8
H -2.62559 1.40046 2.70032 0.2 -0.9 -0.1
H -2.22648 0.38236 -0.73990 0.0 0.0 0.1
H -3.47975 0.29738 0.49221 -0.1 0.1 0.3
H -1.82508 -0.33311 0.80773 0.0 -0.1 0.1
H 1.39228 1.68478 1.87817 0.6 -0.4 -1.5
H 0.84888 2.95880 2.39500 -0.6 1.3 -0.4
C 2.28706 -1.74044 -1.17066 -1.4 -0.6 -0.8
C 0.74357 -2.00673 -1.34226 1.8 -0.4 0.6
C 0.41606 -3.18479 -2.31830 1.1 2.5 0.4
O 0.93123 -2.73731 -3.56443 -0.3 0.0 0.7
C 0.83689 -3.69254 -4.58401 -0.3 0.7 0.0
N 0.19201 -2.20693 -0.01246 -0.3 -0.3 0.4
H 2.41782 -1.02610 -0.35780 0.2 0.1 -0.3
H 2.60005 -1.39937 -2.15747 0.4 0.4 0.3
H 2.84368 -2.65487 -0.96548 -0.1 -0.1 0.2
H 0.38145 -1.04531 -1.70646 -0.5 -0.3 -0.4
H -0.66846 -3.23429 -2.22101 -0.4 -0.6 -0.8
H 0.91001 -4.12063 -2.05694 -0.1 -0.2 0.4
H 1.44146 -4.57083 -4.35770 -0.1 -0.3 -0.1
H 1.21309 -3.18223 -5.47066 -0.1 -0.3 -0.2
H -0.22764 -3.90701 -4.67815 0.0 -0.6 -0.5
H -0.76034 -2.54136 -0.04843 -0.4 0.1 -0.2
H 0.67555 -2.97418 0.43208 0.4 -0.1 0.2

9
Properties=species:S:1:pos:R:3:forces:R:3 method="wB97M-V/def2-TZVPD" relative_energy_ev=1.861 total_charge=-1
N 1.04771 0.80247 -0.08508 2.2 -2.4 2.0
N -1.87044 0.02377 -0.06074 1.5 -1.9 -0.3
O -2.97847 -0.39881 -0.34548 -0.8 -0.1 -0.1
O 1.28007 -1.70904 -1.29516 -1.0 1.3 0.3
O -1.71585 1.19635 0.23615 -0.2 1.8 0.3
O 1.66934 -1.27190 1.22508 -1.4 0.6 -1.5
P 1.08743 -0.85107 -0.10512 2.2 -1.2 1.3
H 0.34945 1.30784 -0.52485 -1.9 1.0 -0.7
H 1.13076 0.90039 0.95520 -0.5 0.8 -1.4

183
Properties=species:S:1:pos:R:3:forces:R:3 method="wB97M-V/def2-TZVPD" relative_energy_ev=0.650
C -4.68530 2.79971 3.50597 0.9 -0.4 0.7
O -4.15139 1.93083 4.54271 -0.4 0.4 -0.5
H -4.30611 2.38436 2.57331 -0.7 0.2 -0.4
H -5.76213 2.84219 3.64841 -0.1 0.0 -0.6
H -4.27936 3.80614 3.60327 0.1 -0.1 0.3
H -4.58083 1.09959 4.31032 0.3 -0.2 0.5
C -0.65997 6.21289 3.69205 -1.6 -0.2 -0.7
O -0.21267 4.92790 4.07298 0.7 -0.2 -0.2
H -0.25338 6.48605 2.71640 0.8 0.1 0.4
H -1.71847 6.16829 3.39332 -0.1 0.1 0.5
H -0.54477 6.97099 4.46332 0.3 0.1 -0.1
H -0.57242 4.66395 4.92569 -0.1 0.1 0.0
C 2.64357 2.04410 5.03997 -0.4 -0.7 -0.4
O 1.41548 2.56130 4.51351 0.8 0.3 0.1
H 3.30873 2.84151 5.36678 0.0 0.0 0.3
H 2.38577 1.34733 5.83616 0.1 0.2 0.3
H 3.17048 1.44808 4.28402 0.0 0.1 -0.1
H 1.64467 3.46012 4.25256 -0.7 0.1 -0.2
C -4.36378 -1.34965 0.65495 1.7 0.7 0.0
O -4.61017 0.01213 0.26916 -0.1 -0.4 0.2
H -3.46853 -1.35749 1.29726 -0.4 -0.1 0.4
H -5.19573 -1.79251 1.18691 -0.3 0.1 -0.2
H -4.00682 -1.92515 -0.19892 -0.6 -0.3 -0.1
H -3.74321 0.33581 -0.00802 -0.1 0.1 -0.1
C 3.14613 6.31993 3.84896 -1.8 -0.5 -0.8
O 3.26546 6.44990 2.42491 0.5 0.5 0.2
H 3.58992 5.36552 4.13242 0.3 0.3 0.5
H 3.45989 7.19981 4.40302 0.8 -0.1 -0.3
H 2.06855 6.27104 4.05794 0.2 -0.3 0.3
H 2.45621 6.12615 2.02600 0.0 0.0 0.0
C -7.53608 3.78335 1.34129 0.1 -1.2 -1.0
O -6.89423 3.60769 0.04912 0.1 0.6 0.8
H -8.51421 4.21225 1.15140 0.1 0.3 0.2
H -7.67738 2.76937 1.72581 -0.1 0.2 0.4
H -6.91432 4.36285 2.01778 -0.2 0.3 0.0
H -5.95241 3.60935 0.24656 0.0 -0.2 -0.3
C -3.10545 6.93963 -2.91294 0.4 1.0 0.6
O -2.69322 7.33477 -1.58237 -0.3 -0.4 -0.3
H -3.99695 6.32334 -2.85689 0.1 -0.3 0.1
H -3.36687 7.84761 -3.46089 0.0 -0.1 -0.2
H -2.25813 6.45282 -3.39160 -0.3 -0.3 -0.3
H -1.73519 7.43090 -1.60067 0.0 0.1 0.1
C -0.07003 -0.97207 -3.82957 0.7 0.1 -0.7
O -0.90565 0.16779 -3.87711 -0.7 -0.2 1.1
H -0.61619 -1.91126 -3.93430 -0.4 0.3 0.0
H 0.60180 -0.88364 -4.69003 0.3 -0.4 0.2
H 0.51815 -1.06788 -2.91069 0.0 0.2 0.1
H -0.37155 0.95527 -3.68767 0.0 -0.2 -0.5
O -3.06669 6.50535 1.21838 -0.1 -0.1 0.0
H -3.32378 6.65530 0.29566 0.2 0.2 0.0
H -3.17058 5.55963 1.35398 0.0 0.0 0.0
O -1.28483 1.63913 5.45398 -0.2 0.1 -0.2
H -0.73952 1.93826 4.71460 0.1 0.0 0.2
H -2.20197 1.69194 5.14352 0.1 0.0 0.0
O 0.91678 7.37536 -2.46130 -0.1 -0.1 -0.1
H 0.97576 6.63522 -3.07439 0.0 0.0 0.0
H 1.36100 8.09941 -2.91591 0.0 0.0 0.1
O 0.52065 2.50269 -3.58564 -0.1 0.1 0.3
H 1.02366 3.31912 -3.64322 0.0 -0.1 -0.1
H 0.16734 2.46569 -2.67016 0.0 0.0 0.0
O -6.83436 4.00698 -2.77820 0.0 0.1 0.1
H -7.10818 3.99422 -1.84536 0.1 -0.1 -0.2
H -5.99766 3.53348 -2.78952 -0.1 -0.1 0.0
C -2.44950 2.97853 0.54105 0.4 0.6 1.2
C -1.74157 2.97208 -0.80082 -0.5 -0.2 -0.4
C -1.01800 4.29322 -0.96237 -0.5 1.4 0.0
C 0.23081 4.48892 -0.11698 0.1 0.3 -1.1
C 1.15239 3.27419 -0.23543 0.3 1.0 1.2
C 0.47427 1.91669 -0.06996 -0.2 -0.8 -0.1
N -0.75212 1.88592 -0.91323 0.5 0.6 -0.6
O -1.41906 0.63750 -0.80295 0.3 -0.2 -0.1
C 1.43586 0.88736 -0.65936 1.3 -0.4 -0.4
C 0.23837 1.57079 1.40989 -0.1 -0.6 0.4
C -2.70498 2.80419 -1.97912 -0.6 0.0 0.4
H -1.70349 3.32918 1.26623 -0.1 -0.4 0.2
H -2.85527 2.03867 0.90816 0.1 -0.2 -0.3
H -3.22626 3.73910 0.65792 -0.3 -0.1 -0.7
H -0.85914 4.53063 -2.02376 0.6 -0.6 0.0
H -1.69181 5.13197 -0.73525 -0.3 -0.4 0.3
H 0.04287 4.80847 0.91007 -0.3 -0.5 0.1
H 0.70302 5.37683 -0.55465 0.3 -0.2 0.1
H 1.84564 3.40831 0.60390 0.3 -0.5 -0.2
H 1.76286 3.32679 -1.13736 -0.2 -0.1 -0.2
H 1.80040 1.13157 -1.66571 -0.4 0.2 0.0
H 2.36035 0.87138 -0.06710 -0.2 0.0 0.2
H 1.11762 -0.15534 -0.72153 -0.5 0.1 0.4
H -0.64915 0.95444 1.57508 -0.2 0.3 -0.3
H 1.01462 0.89898 1.78313 0.3 0.3 -0.1
H 0.21918 2.42550 2.08587 -0.1 0.1 -0.1
H -3.08815 1.78664 -2.03043 0.1 -0.1 -0.1
H -2.23702 3.08174 -2.92199 0.0 -0.1 -0.1
H -3.59485 3.42588 -1.82989 0.2 0.2 0.0
H -1.26331 0.25614 -1.68782 -0.3 0.1 0.1
C 2.89786 -1.85297 2.13000 0.5 0.1 1.4
C 2.07863 -2.30098 3.35500 -0.5 -0.6 -0.5
C 0.74818 -1.58367 3.22852 -0.8 0.6 0.9
C -0.36980 -2.14652 4.09979 -0.3 -0.6 -0.6
C -0.52764 -3.66393 3.88351 -0.2 1.3 0.5
C 0.80711 -4.40010 4.03659 -0.5 -0.7 -0.4
N 1.78991 -3.74052 3.17482 -0.2 0.3 -0.4
O 3.01168 -4.46538 3.26064 0.2 0.1 0.1
C 1.16746 -4.48858 5.51883 -0.4 0.7 0.1
C 0.56684 -5.79264 3.44341 0.3 -0.2 0.6
C 2.81621 -1.96345 4.64256 1.5 1.7 0.2
H 3.10899 -0.79586 2.31427 -0.1 0.1 -0.5
H 2.36508 -2.00655 1.19722 0.1 -0.1 -0.1
H 3.86468 -2.35511 2.18328 0.0 0.0 -0.4
H 0.82720 -0.53629 3.54726 0.5 0.0 -0.3
H 0.42499 -1.58408 2.18423 0.0 -0.1 0.0
H -1.30077 -1.66253 3.78770 0.0 0.1 0.2
H -0.24276 -1.93377 5.16210 0.2 0.1 0.0
H -1.00961 -3.82621 2.91703 0.3 -0.2 -0.2
H -1.24881 -3.98269 4.64191 0.2 -0.5 -0.1
H 1.18881 -3.48162 5.94040 0.2 -0.1 0.0
H 0.32866 -4.96856 6.02720 0.3 -0.4 0.1
H 2.12098 -4.96513 5.72476 0.0 -0.2 -0.1
H 1.45660 -6.42361 3.48179 0.0 0.1 -0.1
H -0.19985 -6.30390 4.03109 -0.1 0.1 -0.1
H 0.24503 -5.67843 2.41512 -0.1 -0.1 -0.2
H 3.60884 -1.22977 4.39793 -0.1 -0.2 -0.2
H 3.41129 -2.73939 5.11700 -0.5 -0.4 0.0
H 2.26804 -1.36615 5.37648 -0.5 -0.6 0.1
H 3.26983 -4.53239 2.33583 0.1 -0.2 0.0
C 6.46593 -0.61097 -4.95286 -0.3 1.1 0.0
C 5.53933 -1.02362 -3.81845 -1.3 0.3 -0.2
C 4.35173 -1.75880 -4.49449 0.9 -0.7 0.1
C 3.51763 -2.64466 -3.58048 -0.6 0.6 -0.2
C 4.37760 -3.54391 -2.71431 -0.1 0.4 -0.9
C 5.52220 -2.81431 -2.00465 -0.1 -1.2 1.3
N 6.21841 -1.89722 -2.87581 0.2 -0.2 -1.0
O 7.25758 -1.22188 -2.21013 -0.1 0.1 0.0
C 5.02750 -2.20979 -0.67830 -0.4 0.9 -0.4
C 6.51055 -3.92630 -1.61728 1.2 0.5 -0.1
C 4.88866 0.20349 -3.15518 0.4 0.7 1.3
H 5.85915 -0.02087 -5.65198 0.0 -0.3 -0.1
H 6.87582 -1.47246 -5.46964 0.2 0.0 0.1
H 7.22304 0.11677 -4.65275 0.3 -0.5 0.2
H 3.74133 -1.00254 -4.98578 -0.1 0.0 -0.1
H 4.78632 -2.39678 -5.27334 -0.1 0.0 0.0
H 2.87362 -3.23699 -4.23807 0.0 -0.1 0.2
H 2.82566 -2.03537 -2.98619 0.2 0.0 0.1
H 4.80275 -4.29789 -3.38310 0.1 -0.1 0.1
H 3.75232 -4.05055 -1.98103 0.1 -0.1 0.1
H 5.87423 -1.84662 -0.09499 -0.1 -0.1 0.2
H 4.35260 -1.36127 -0.84905 0.1 0.0 0.0
H 4.42654 -2.91078 -0.10305 0.3 -0.2 0.1
H 6.91542 -4.40446 -2.51345 -0.5 -0.3 0.0
H 7.42574 -3.51522 -1.17387 -0.3 0.2 0.3
H 6.08799 -4.62943 -0.90228 -0.1 -0.2 -0.2
H 5.54006 0.73849 -2.44230 0.2 -0.1 -0.3
H 4.04981 -0.07839 -2.51283 -0.2 -0.1 -0.4
H 4.56053 0.99365 -3.83128 0.0 -0.3 -0.3
H 6.84293 -0.47607 -1.74550 0.1 -0.1 0.1
C -1.11595 -6.13045 -1.04424 -1.2 -0.5 0.0
C -1.00393 -5.23872 -2.30029 1.9 -0.1 1.0
C -1.20317 -6.07276 -3.57246 -0.7 0.0 0.9
C -2.68307 -6.40808 -3.79666 0.7 1.3 -0.2
C -3.45260 -5.09028 -3.83496 -1.4 -0.4 -0.5
C -3.31511 -4.21557 -2.58698 1.1 0.5 0.1
N -1.86510 -4.07341 -2.33207 0.1 0.0 -1.0
O -1.59974 -3.21729 -1.22491 -0.3 -0.2 -0.1
C -3.81018 -2.81697 -2.97314 -1.1 -0.6 0.2
C -4.08773 -4.74380 -1.38427 -0.3 -0.1 0.0
C 0.47904 -4.76260 -2.39485 -0.8 0.5 -1.0
H -1.59527 -5.62368 -0.20641 0.3 0.2 0.0
H -0.17634 -6.56416 -0.71366 0.2 0.2 -0.1
H -1.78285 -6.97433 -1.26704 0.1 0.0 0.1
H -0.81500 -5.48917 -4.40828 -0.1 -0.1 -0.2
H -0.61383 -6.98576 -3.46909 0.1 0.0 -0.1
H -3.15157 -6.94771 -2.97466 0.4 -0.7 -0.2
H -2.68648 -6.91042 -4.76335 -0.8 -0.3 0.2
H -4.53125 -5.30840 -3.90610 0.1 -0.1 0.1
H -3.31281 -4.53832 -4.77071 0.7 0.2 0.3
H -4.03258 -2.18085 -2.11817 0.7 0.2 0.0
H -3.13023 -2.39970 -3.71062 -0.1 0.4 0.1
H -4.81636 -2.91756 -3.39917 0.2 -0.1 -0.4
H -3.83343 -5.77008 -1.11867 -0.1 -0.1 -0.2
H -3.89949 -4.15082 -0.48984 0.1 0.2 -0.1
H -5.15237 -4.67500 -1.62016 0.0 -0.2 0.2
H 0.50148 -4.24393 -3.36236 0.5 0.0 0.1
H 1.11105 -5.64690 -2.45190 0.2 0.1 0.1
H 0.85327 -4.04374 -1.66708 -0.3 -0.3 0.4
H -1.57918 -2.36501 -1.67633 0.2 0.1 0.3

125
Properties=species:S:1:pos:R:3:forces:R:3 method="wB97M-V/def2-TZVPD" relative_energy_ev=1.042 spin_multiplicity=2
Ru 0.95367 -1.32449 -1.77569 -0.9 2.6 1.8
C 4.13224 -0.68070 -2.06762 0.3 0.0 0.3
N 3.03031 -0.32499 -2.95695 -0.8 -0.9 0.4
C 3.24266 -0.92373 -4.26976 0.0 0.0 -0.2
C 2.86834 1.13451 -3.03509 -0.5 0.5 0.3
C 1.43193 1.61720 -2.76519 0.3 0.1 -0.4
N 0.84167 1.20924 -1.48325 -0.1 -1.3 -0.8
C -0.58485 1.58110 -1.48164 -0.6 -0.1 -0.1
C -1.45909 1.18826 -0.30951 0.0 -0.6 0.1
C -2.23479 2.14314 0.31563 -0.2 0.0 0.2
C -3.22943 1.80877 1.23345 0.0 -0.1 0.0
C -3.46893 0.45676 1.46250 0.1 0.4 0.0
C -2.72828 -0.54921 0.88094 0.6 -0.2 -0.6
C -1.64525 -0.18914 0.01565 -1.0 2.0 0.3
O -0.87645 -1.09152 -0.45473 2.5 -2.3 -1.7
C -2.97002 -2.02028 1.21844 0.1 -0.1 0.1
C -2.95026 -2.93195 -0.02197 0.1 0.1 0.0
C -1.86832 -2.42410 2.21404 -0.2 0.0 -0.1
C -4.33458 -2.26414 1.87573 0.2 0.1 0.0
C -4.09452 2.88668 1.86915 -0.1 0.2 0.0
C -4.93608 3.52197 0.75501 0.0 0.0 0.2
C -5.03153 2.33887 2.95102 0.1 0.1 -0.2
C -3.22065 3.95892 2.52655 -0.1 -0.2 -0.1
C 1.53268 1.93084 -0.41609 0.5 -0.4 0.8
C 1.40233 1.40104 0.97981 0.2 -0.7 -0.1
C 0.95989 2.24680 1.96592 0.2 0.0 0.4
C 1.11946 1.93242 3.30813 0.1 0.0 -0.1
C 1.73240 0.71624 3.59736 -0.3 0.4 -0.1
C 2.19121 -0.18374 2.65376 -0.1 -0.1 -0.7
C 1.97368 0.11572 1.26468 -0.8 1.4 1.4
O 2.30293 -0.65339 0.30342 0.4 -1.4 -2.0
C 3.08774 -1.30852 3.17848 0.1 -0.1 0.1
C 2.42113 -2.06186 4.34079 0.1 0.1 -0.1
C 3.50601 -2.36570 2.15448 0.2 0.1 0.0
C 4.37575 -0.63259 3.68154 -0.1 -0.1 0.0
C 0.76332 2.89420 4.42759 0.0 0.0 0.2
C -0.35890 2.26479 5.26564 0.1 0.2 -0.1
C 0.32429 4.26224 3.89502 0.0 -0.3 0.1
C 1.99696 3.15120 5.30910 -0.2 0.0 -0.1
H 5.08856 -0.24986 -2.40270 -0.1 0.0 -0.1
H 4.23100 -1.76540 -2.04196 0.0 0.0 0.0
H 3.89349 -0.33865 -1.06273 0.0 -0.1 0.1
H 4.23007 -0.66225 -4.68164 -0.1 0.1 0.0
H 2.46393 -0.59249 -4.95400 0.1 0.0 0.0
H 3.18979 -2.00818 -4.17919 0.0 0.0 0.0
H 3.12407 1.49841 -4.03892 0.0 -0.1 0.1
H 3.56780 1.60557 -2.33957 -0.1 -0.1 -0.1
H 0.80483 1.23743 -3.57140 0.1 0.1 0.2
H 1.42929 2.72097 -2.83194 0.0 -0.1 -0.1
H -1.02869 1.10418 -2.36315 0.1 0.2 0.0
H -0.65975 2.67900 -1.60587 0.0 -0.2 0.0
H -2.07330 3.18280 0.06275 0.0 0.2 0.0
H -4.25990 0.18511 2.13622 -0.2 -0.1 0.1
H -2.09307 -2.74588 -0.66225 0.0 0.0 0.0
H -3.85417 -2.77282 -0.60839 -0.1 0.0 -0.1
H -2.93120 -3.97538 0.29232 -0.1 -0.1 0.1
H -0.89324 -2.12998 1.83850 0.2 0.0 0.1
H -1.88035 -3.49690 2.39750 0.0 -0.2 0.0
H -2.02488 -1.91885 3.16467 0.0 0.1 0.1
H -5.13635 -1.86864 1.25512 -0.1 0.0 0.0
H -4.39624 -1.81608 2.86325 -0.1 0.1 0.1
H -4.49012 -3.33660 1.98668 0.0 -0.1 0.0
H -5.53255 2.76329 0.25514 -0.1 -0.1 -0.1
H -4.29483 3.99092 0.01447 0.1 0.1 -0.1
H -5.60458 4.27817 1.15850 -0.1 0.2 0.1
H -5.76803 1.65777 2.53269 -0.1 -0.1 0.0
H -5.56908 3.16181 3.41819 -0.1 0.1 0.0
H -4.46751 1.82500 3.72686 0.0 -0.1 0.1
H -2.55368 4.42389 1.80711 0.2 0.1 -0.1
H -2.62683 3.51233 3.31923 0.1 0.0 0.1
H -3.84126 4.73832 2.96388 -0.1 0.1 0.0
H 1.21609 2.99038 -0.43196 0.0 -0.3 -0.1
H 2.60262 1.90706 -0.64368 -0.1 0.0 -0.1
H 0.53094 3.18901 1.66666 -0.1 0.2 0.0
H 1.89315 0.47644 4.63533 0.1 0.0 0.2
H 1.42613 -2.39340 4.05409 -0.1 -0.1 0.0
H 2.32975 -1.44408 5.22874 0.0 0.0 0.2
H 3.01728 -2.93614 4.59949 0.1 -0.1 0.1
H 2.69359 -3.06733 1.99130 -0.1 -0.2 -0.1
H 4.35138 -2.93073 2.54795 0.0 -0.1 0.1
H 3.79173 -1.91899 1.20839 0.0 -0.1 0.0
H 4.14860 0.14889 4.40093 0.0 0.1 0.1
H 4.90826 -0.17803 2.84808 0.1 0.1 -0.1
H 5.03301 -1.36008 4.15634 0.1 -0.1 0.1
H -1.20768 2.02114 4.62816 -0.1 0.0 0.0
H -0.68903 2.94593 6.04823 -0.1 0.1 0.1
H -0.01371 1.34543 5.73520 0.0 -0.1 0.0
H -0.54481 4.17819 3.25258 -0.1 0.1 -0.1
H 1.13672 4.72033 3.33254 0.0 0.1 -0.1
H 0.07190 4.92008 4.72560 0.0 0.0 0.1
H 2.31883 2.25602 5.83334 0.1 -0.1 0.1
H 1.76754 3.91305 6.05275 0.0 0.1 0.1
H 2.82454 3.50909 4.69788 0.1 0.0 0.0
N 1.70406 -3.85376 -2.52602 -0.2 0.6 -0.3
C 0.95596 -4.80567 -1.70866 0.0 -0.2 0.4
C 1.21405 -4.46970 -0.23728 0.0 -0.3 -0.5
N 0.88287 -3.07800 -0.06097 -0.3 0.7 -0.4
H 1.47412 -3.98296 -3.50550 0.2 0.0 0.0
H 2.70097 -4.00229 -2.39429 0.0 0.1 -0.1
H 1.22145 -5.85337 -1.91787 -0.1 0.2 0.0
H -0.10603 -4.65525 -1.91741 0.0 -0.1 0.0
H 2.27209 -4.62350 -0.01262 0.0 0.0 0.1
H 0.62536 -5.13214 0.41453 0.2 0.1 -0.1
H 1.47355 -2.57197 0.59135 0.0 0.2 0.0
H -0.09409 -2.93587 0.17734 0.1 0.2 0.1
C -0.82981 -3.14592 -4.68252 0.6 0.7 0.7
Si -0.64634 -1.42248 -3.78542 -1.1 -0.3 -0.3
C -2.52922 -1.03915 -3.45156 1.0 -0.1 0.4
C -0.30639 -0.22513 -5.26445 0.4 -0.1 0.5
C 0.45539 -0.64035 -6.35517 -0.1 -0.2 0.1
C 0.81187 0.22005 -7.37668 0.1 0.1 -0.3
C 0.43734 1.55214 -7.32253 0.0 0.0 0.0
C -0.33829 1.98944 -6.26188 -0.1 0.2 -0.1
C -0.71444 1.11072 -5.26270 -0.2 -0.1 0.0
H -1.52273 -3.05113 -5.51276 -0.1 0.2 -0.1
H -1.23169 -3.88551 -3.99796 -0.1 -0.2 0.2
H 0.10740 -3.52566 -5.07762 0.2 -0.2 -0.1
H -3.13631 -1.41402 -4.27256 0.1 -0.1 -0.2
H -2.73159 0.02271 -3.34703 0.0 0.2 0.0
H -2.87125 -1.51452 -2.53964 -0.1 -0.1 0.2
H 0.76807 -1.67189 -6.41029 0.1 -0.2 -0.1
H 1.37967 -0.14661 -8.22177 0.1 0.0 0.0
H 0.72506 2.23747 -8.10603 0.0 0.0 -0.1
H -0.65982 3.02084 -6.21476 0.0 0.1 0.0
H -1.33998 1.48335 -4.46297 0.0 0.0 0.1